# C34H35AgN8O4S3

C34H35AgN8O4S3 as an isolated structure (the ωB97M-V functional and the def2-TZVPD basis, the Open Molecules 2025 dataset).

Cartesian coordinates (Å):
Ag -0.1187 -0.8623 -0.4973
S -0.6335 -3.0720 0.7856
S -0.9250 -0.5129 -5.2041
S -3.5920 -0.6579 -3.3646
O 3.3770 1.8822 -1.1465
O 2.3573 0.1161 -0.2158
O -4.5862 -0.9617 -2.3680
O -3.6831 -1.3669 -4.6311
N -1.0588 -3.3457 3.3602
N -4.2298 5.1669 -4.6327
N -0.6034 1.5892 -0.2236
N -1.1398 -1.1737 2.7363
N 3.3033 4.1306 0.0762
N -0.8960 -0.2497 1.7697
N 0.1444 -0.6371 -2.8766
N -2.1647 -0.6690 -2.7033
C 2.4673 7.7306 -0.1082
C -3.5206 3.3741 -3.1439
C -0.4193 4.2541 0.4670
C -4.3733 1.4776 -4.9772
C 4.8535 7.5952 -3.0317
C 2.0595 3.4160 3.5045
C -0.9255 1.9772 1.0113
C 2.7669 3.4915 1.1926
C 3.2774 5.4566 -0.2810
C 2.7603 1.2891 -0.2118
C 1.7364 2.0731 3.3797
C 1.9730 1.4356 2.1685
C -3.3900 2.0263 -2.8629
C -3.8141 1.0697 -3.7798
C 0.7996 -0.4068 -5.0754
C -1.0475 -0.6342 -3.4586
C -0.0588 3.8392 -0.8033
C -2.3787 -2.6162 5.3298
C 4.0726 5.8454 -1.3883
C -0.8554 3.3195 1.3896
C 4.9248 4.8068 -2.0658
C -4.0765 3.7894 -4.3532
C 2.5808 4.1194 2.4283
C -0.9548 -2.4229 2.3379
C 2.4847 2.1117 1.0703
C 1.1648 -0.5005 -3.7751
C 2.4744 6.4239 0.3431
C -0.1725 2.4888 -1.1002
C -2.0892 1.3163 3.2223
C 3.2416 8.1098 -1.1933
C -1.0134 -2.9765 4.7597
C -1.3099 0.9353 1.9978
C 4.0357 7.1644 -1.8402
C -4.5090 2.8299 -5.2628
H -0.7658 -4.2683 3.0961
H 1.3139 1.5209 4.2111
H -1.4271 1.4671 4.0821
H 1.8301 6.1311 1.1577
H -3.5453 5.7307 -4.1502
H -2.9306 1.6989 -1.9365
H -4.9410 3.1445 -6.2080
H 0.0938 2.0947 -2.0767
H 3.4905 3.4033 -0.6513
H 2.8685 5.1539 2.5580
H -0.3391 5.2961 0.7513
H -4.1872 5.3641 -5.6215
H 4.6656 6.9672 -3.9050
H -3.0846 -3.4393 5.2004
H -2.7723 -1.7412 4.8134
H 4.3351 4.1643 -2.7279
H -2.3038 -2.3880 6.3983
H 1.7435 0.3867 2.0277
H -1.0958 3.6177 2.4004
H 5.3742 4.1358 -1.3322
H -3.1716 4.1089 -2.4253
H 4.6180 8.6253 -3.3023
H 0.3220 4.5345 -1.5404
H -4.6790 0.7286 -5.6975
H -0.3340 -2.1299 4.8896
H 1.9169 3.9269 4.4516
H 3.2263 9.1332 -1.5513
H 5.9269 7.5414 -2.8287
H -0.5944 -3.8240 5.3103
H -2.6631 2.2288 3.0624
H 1.8297 8.4574 0.3835
H -2.7619 0.5007 3.4839
H 5.7214 5.2571 -2.6567
H 1.4419 -0.3096 -5.9361
H 2.1769 -0.4662 -3.3940

Calculated values
Gap between HOMO and LUMO (eV): 6.300
HOMO (eV): -2.2625
Energy relative to the best compared isomer or geometry (same formula, charge and spin) (eV): 0.0000
Total energy (eV): -92445.9034
Net charge: -2
Spin multiplicity: 1

# C8H4

One molecule with the formula C8H4 in a non-equilibrium geometry (the ωB97M-V functional and the def2-TZVPD basis, the Open Molecules 2025 dataset).

Cartesian coordinates (Å):
C -0.0210 1.5247 0.9365
C -0.1774 -0.5520 -0.5329
C 0.0105 0.0974 0.6080
C -0.6949 2.2670 -1.2748
C -0.4791 3.5583 -0.9430
C 0.1226 0.0529 -1.8830
C -0.4790 1.1695 -1.9823
C -0.3109 2.5362 0.1067
H 0.1221 1.6804 2.0125
H 0.6341 -0.5793 -2.6361
H -0.0351 -0.5049 1.5725
H -0.7480 -1.5482 -0.6525

Calculated values
Gap between HOMO and LUMO (alpha / beta) (eV): 7.131 / 7.131
HOMO (alpha / beta) (eV): -8.0037 / -8.0035
Energy relative to the best compared isomer or geometry (same formula, charge and spin) (eV): 2.9673
Total energy (eV): -8351.9765
Spin multiplicity: 1

# H18O9

A 9-piece molecular cluster, H18O9 overall in a non-equilibrium geometry (the ωB97M-V functional and the def2-TZVPD basis, the Open Molecules 2025 dataset).

Cartesian coordinates (Å):
O 2.2296 -0.7996 -2.6196
O -2.2009 -0.2626 3.2198
O 0.3018 3.5399 1.6898
O 1.6823 2.2659 -1.3449
O 2.7284 -2.3149 -0.3020
O 0.0822 0.6292 -0.2481
O -2.2308 1.5713 0.8860
O -0.0623 -2.5147 -1.5783
O -0.7720 -1.5337 1.1402
H 3.4250 -2.5149 -0.9274
H 2.1302 -1.5847 -3.1579
H 1.3735 -0.6806 -2.2082
H -2.1470 0.6922 3.2593
H -0.0798 -0.2861 -0.0196
H 1.0525 1.6784 -0.9272
H -3.1151 1.4468 1.2306
H -1.3062 -1.9765 0.4808
H 1.3654 2.3577 -2.2435
H -0.5985 1.1166 0.2160
H 2.1083 -1.7792 -0.7967
H -2.3632 1.9436 0.0142
H -1.6516 -0.5033 2.4737
H -0.9465 -2.1927 -1.7532
H -0.2171 3.1191 2.3754
H -0.0614 -3.4100 -1.9170
H -0.2663 4.2306 1.3487
H -0.4606 -2.2377 1.7091

Calculated values
Gap between HOMO and LUMO (eV): 9.495
HOMO (eV): -9.8149
Energy relative to the best compared isomer or geometry (same formula, charge and spin) (eV): 2.7845
Total energy (eV): -18719.3510
Spin multiplicity: 1

# C5H8O

C5H8O as an isolated structure in a non-equilibrium geometry (the ωB97M-V functional and the def2-TZVPD basis, the Open Molecules 2025 dataset).

Cartesian coordinates (Å):
O 1.0841 -1.0222 0.0672
C -1.2993 -0.8984 -0.5340
C -0.2856 0.2396 -0.9946
C 0.1089 -1.1643 -0.9345
C 0.4904 0.8363 1.5507
C 0.7752 0.3970 0.1272
H 1.6148 0.9625 -0.2925
H -2.0211 -1.1982 -1.2870
H 0.3077 -1.7544 -1.8204
H -0.3561 0.2880 1.9737
H 0.2900 1.9116 1.5920
H -1.5753 -0.1414 0.1736
H -0.4985 0.9147 -1.8022
H 1.3648 0.6291 2.1808

Calculated values
Gap between HOMO and LUMO (eV): 10.125
HOMO (eV): -9.0137
Energy relative to the best compared isomer or geometry (same formula, charge and spin) (eV): 3.6744
Total energy (eV): -7358.5809
Spin multiplicity: 1

# C38H38AsN6OOsP2SSe2

C38H38AsN6OOsP2SSe2 as an isolated structure (the ωB97M-V functional and the def2-TZVPD basis, the Open Molecules 2025 dataset).

Cartesian coordinates (Å):
Os -0.3686 0.5324 -2.2276
Se -0.6315 2.2634 -0.5851
Se 1.8359 -4.4334 2.2438
As -1.5032 3.1856 -4.3644
S 1.2556 -0.1669 -3.6510
P 0.1494 1.1626 1.1989
P 1.1095 -2.5205 2.6724
O -1.2415 1.7019 -3.5578
N 0.6421 -2.6202 -0.0552
N 0.1701 -0.6572 -0.8186
N -1.6461 -0.9761 -2.8950
N -0.4460 -2.1798 -4.5982
N 1.5693 -2.1268 -5.4091
N 0.3681 -2.0085 -1.1097
C 2.3682 -1.4586 3.4030
C -0.6444 0.7250 3.7599
C -3.1815 1.8145 3.4108
C -2.8024 -0.8318 -2.1900
C 2.9677 -1.7427 -5.6490
C -3.9070 -2.5224 -3.4094
C -2.8027 1.2897 4.6400
C -3.9382 -1.5655 -2.4095
C -1.4459 -2.9639 5.7763
C -1.0238 1.2467 2.5223
C 2.2216 -0.8276 4.6393
C 4.6170 -0.6119 3.2485
C -2.2963 1.7956 2.3452
C 4.1847 3.0023 2.1223
C -1.6272 -1.9174 -3.8535
C -2.6820 -2.6731 5.2119
C 2.7841 1.6562 0.7156
C 1.7383 1.8147 1.6339
C -1.5372 0.7462 4.8157
C -0.0353 3.4782 -5.5264
C 3.5758 -1.3492 2.7106
C -2.7431 -2.6985 -4.1249
C 3.2733 -0.0995 5.1779
C 1.9172 2.5710 2.7920
C -2.7730 -2.3217 3.8729
C 4.0047 2.2496 0.9652
C 4.4677 0.0087 4.4824
C 0.6458 -1.7423 1.0498
C -0.3809 -2.5019 3.6681
C 0.7383 -1.5255 -4.5567
C 0.9194 -3.1838 -6.0169
C 3.1511 3.1582 3.0318
C -1.6561 4.5845 -3.0896
C -3.1133 2.9881 -5.3420
C -1.6251 -2.2366 3.1001
C -0.2956 -2.8890 5.0071
C 0.3368 -0.5080 0.5575
C -0.3265 -3.2285 -5.5263
H 3.7106 -1.8771 1.7736
H -4.8202 -1.3895 -1.8113
H 5.5573 -0.5426 2.7176
H 1.3072 -0.9350 5.2070
H 1.1065 2.7172 3.4917
H 5.1411 3.4716 2.3122
H 3.5332 -1.8218 -4.7230
H -1.3800 -3.2696 6.8118
H 0.6594 -3.1621 5.4390
H 4.8178 2.1332 0.2616
H -3.4972 1.3115 5.4694
H -1.2458 0.3399 5.7754
H -1.7050 -1.9761 2.0512
H -4.1652 2.2456 3.2852
H 3.2980 3.7477 3.9265
H -3.3192 3.9070 -5.8907
H -2.7153 -3.4571 -4.8870
H 5.2934 0.5611 4.9122
H -1.1100 -3.9223 -5.7541
H -1.8566 5.5220 -3.6087
H 3.0105 -0.7218 -6.0222
H -2.7835 -0.0840 -1.4097
H 2.6409 1.0758 -0.1896
H -2.5940 2.2179 1.3944
H -4.7720 -3.1349 -3.6269
H -3.9270 2.7865 -4.6476
H -0.1982 4.4109 -6.0670
H 3.1639 0.3680 6.1477
H -0.7237 4.6685 -2.5333
H 0.8805 3.5474 -4.9423
H 1.4057 -3.8176 -6.7382
H -3.5780 -2.7425 5.8146
H -3.7408 -2.1266 3.4296
H -2.4803 4.3579 -2.4151
H 0.3445 0.3142 3.8973
H 0.0269 2.6513 -6.2310
H 3.3778 -2.4220 -6.3888
H -3.0005 2.1612 -6.0406

Calculated values
Gap between HOMO and LUMO (alpha / beta) (eV): 2.784 / 3.667
HOMO (alpha / beta) (eV): -13.4948 / -13.8874
Total energy (eV): -274398.4547
Net charge: +3
Spin multiplicity: 1

# C4H6S3

One molecule with the formula C4H6S3 in a non-equilibrium geometry (the ωB97M-V functional and the def2-TZVPD basis, the Open Molecules 2025 dataset).

Cartesian coordinates (Å):
S 1.2656 -2.3267 -0.1846
S 2.5301 1.2516 0.0112
S -3.1789 1.0346 -0.0295
C -1.4454 0.7609 0.1751
C 1.4516 0.1161 0.5456
C 0.6188 -0.6225 -0.4217
C -0.8745 -0.4043 -0.2999
H -1.4528 -1.2641 -0.6809
H 1.4891 -0.2377 1.5527
H -0.5633 1.4739 0.5758
H 2.4866 -1.7893 -0.1902
H 0.8387 -0.2797 -1.4853
H -3.1657 2.2870 0.4318

Calculated values
Gap between HOMO and LUMO (eV): 8.075
HOMO (eV): -8.7502
Energy relative to the best compared isomer or geometry (same formula, charge and spin) (eV): 1.6074
Total energy (eV): -36748.6509
Spin multiplicity: 1

# CH3BrI2Si

A 2-piece molecular cluster, CH3BrI2Si overall in a non-equilibrium geometry (the ωB97M-V functional and the def2-TZVPD basis, the Open Molecules 2025 dataset).

Cartesian coordinates (Å):
I -1.4861 -4.5620 2.9557
I -2.3985 -6.0537 -0.5225
Br 1.3195 -5.0939 0.2733
Si -0.8358 -4.4503 0.5488
C 2.0022 -1.3404 2.9960
H 1.0726 -1.4294 3.5800
H 1.9365 -2.0205 2.2047
H 2.7974 -0.6757 3.3921

Calculated values
Gap between HOMO and LUMO (alpha / beta) (eV): 8.578 / 6.213
HOMO (alpha / beta) (eV): -8.7249 / -8.9106
Energy relative to the best compared isomer or geometry (same formula, charge and spin) (eV): 3.4964
Total energy (eV): -95206.7200
Spin multiplicity: 1

# C2H7N5O

One molecule with the formula C2H7N5O in a non-equilibrium geometry (the ωB97M-V functional and the def2-TZVPD basis, the Open Molecules 2025 dataset).

Cartesian coordinates (Å):
O 0.9761 1.5545 -0.5463
N -1.4896 -0.9150 0.0243
N -0.2075 1.0789 0.2772
N -2.5074 0.1045 0.2587
N 2.2503 -0.1034 1.1223
N 0.7395 -0.8953 -0.6350
C -0.4184 -0.3089 -0.0378
C 1.9244 -0.7239 0.0228
H -1.0755 1.4769 -0.2656
H -3.4336 -0.4256 0.4050
H 0.7793 1.3320 -1.5224
H 0.4920 -1.7508 -1.2769
H 1.3924 0.5210 1.2899
H 2.7163 -1.4576 -0.4121
H -2.1384 0.5127 1.2960

Calculated values
Gap between HOMO and LUMO (eV): 9.723
HOMO (eV): -9.1277
Energy relative to the best compared isomer or geometry (same formula, charge and spin) (eV): 4.6138
Total energy (eV): -11680.5942
Spin multiplicity: 1

# C4H4FeLiO5

C4H4FeLiO5 as an isolated structure in a non-equilibrium geometry (the ωB97M-V functional and the def2-TZVPD basis, the Open Molecules 2025 dataset).

Cartesian coordinates (Å):
Fe -2.3894 2.1461 1.0097
O 0.4639 -1.3152 0.8922
O -0.4491 2.2707 0.9661
O -1.6108 0.8560 -0.1992
O -1.5031 -2.2396 0.5079
O -0.2419 -1.5947 -1.2125
C -0.4535 1.3071 0.1530
C 1.4600 -0.4394 0.3734
C 0.8644 0.7018 -0.4705
C -0.4542 -1.7927 0.0147
Li -2.1465 -0.8678 -1.0572
H 2.1858 -0.9938 -0.2357
H 1.5860 1.5275 -0.4710
H 0.7222 0.4725 -1.5292
H 1.9662 -0.0385 1.2581

Calculated values
Gap between HOMO and LUMO (alpha / beta) (eV): 5.074 / 4.476
HOMO (alpha / beta) (eV): -12.4098 / -12.4052
Energy relative to the best compared isomer or geometry (same formula, charge and spin) (eV): 1.9175
Total energy (eV): -49035.3656
Net charge: +1
Spin multiplicity: 5

# C14H21NPRe

C14H21NPRe as an isolated structure in a non-equilibrium geometry (the ωB97M-V functional and the def2-TZVPD basis, the Open Molecules 2025 dataset).

Cartesian coordinates (Å):
Re -0.1035 -0.0899 -1.9969
P -0.9750 2.0788 -1.8561
N -1.2023 -0.3510 2.6510
C -2.3578 -1.1423 3.1571
C 1.1579 0.1431 -0.1500
C 2.3843 0.7719 -0.3313
C 0.7471 -0.3141 1.1006
C -1.5239 1.0983 2.5492
C 3.1668 1.0528 0.7908
C 1.3917 -0.8245 -3.3107
C 0.7194 -1.9322 -2.6925
C -0.6716 -1.8583 -3.0398
C 0.4132 -0.0554 -4.0412
C -0.8601 -0.7026 -3.8792
C 1.6445 -0.2191 2.1726
C -0.6238 -0.8764 1.3284
C 2.8057 0.5407 2.0389
H -0.6076 -1.9718 1.4067
H -1.7978 -0.3909 -4.3183
H -1.8619 1.4500 3.5301
H -2.0461 -2.1867 3.2524
H 4.0598 1.6690 0.6841
H -0.6301 1.6425 2.2440
H -3.1994 -1.0604 2.4614
H -1.3462 -0.6111 0.5428
H 1.1812 -2.6969 -2.0817
H 2.7050 1.0596 -1.3341
H -0.0810 3.1519 -1.6121
H 3.4303 0.7277 2.9126
H 2.4530 -0.6182 -3.2693
H -2.6364 -0.7548 4.1438
H 1.4406 -0.7218 3.1257
H -1.4433 -2.5489 -2.7300
H 0.6161 0.8299 -4.6275
H -2.3178 1.2276 1.8067
H -1.5531 2.5521 -3.0704
H -2.0117 2.3798 -0.9267
H -0.4664 -0.4482 3.3691

Calculated values
Gap between HOMO and LUMO (alpha / beta) (eV): 6.626 / 6.707
HOMO (alpha / beta) (eV): -9.0836 / -10.3238
Energy relative to the best compared isomer or geometry (same formula, charge and spin) (eV): 0.0000
Total energy (eV): -27757.2013
Net charge: +1
Spin multiplicity: 4

# C4H11NO2

A 2-piece molecular cluster, C4H11NO2 overall in a non-equilibrium geometry (the ωB97M-V functional and the def2-TZVPD basis, the Open Molecules 2025 dataset).

Cartesian coordinates (Å):
O -0.3748 1.1979 1.7819
O -2.4834 -1.7895 0.4393
N 1.4739 -0.4437 -0.8820
C 0.3788 -1.4046 -1.0616
C 0.5606 0.5004 1.2304
C 0.1548 1.7027 -0.9427
C 1.0806 0.7957 -0.1555
H 0.5391 2.7071 -1.1577
H 0.0991 -1.4420 -2.1098
H 1.2293 -0.1601 1.8019
H -3.1081 -1.3584 1.0279
H 0.7152 -2.3922 -0.7414
H -0.2077 1.3883 -1.9169
H 1.8669 -0.1577 -1.7839
H 2.0469 1.3305 -0.0108
H -0.7029 1.9548 -0.3144
H -2.7758 -1.6481 -0.4665
H -0.4974 -1.2597 -0.4261

Calculated values
Gap between HOMO and LUMO (alpha / beta) (eV): 3.066 / 6.734
HOMO (alpha / beta) (eV): 0.5581 / -3.1414
Energy relative to the best compared isomer or geometry (same formula, charge and spin) (eV): 2.0849
Total energy (eV): -9909.3535
Net charge: -1
Spin multiplicity: 2

# C4H6N2O

One molecule with the formula C4H6N2O in a non-equilibrium geometry (the ωB97M-V functional and the def2-TZVPD basis, the Open Molecules 2025 dataset).

Cartesian coordinates (Å):
O -1.4831 -0.5029 -0.4855
N 1.5787 1.0339 -0.2660
N 0.3661 0.8225 -0.6927
C -2.1719 0.4973 0.2936
C 2.2208 -0.8435 0.0707
C -0.1488 -0.3343 -0.5773
C 1.1032 -1.4892 0.1513
H -3.1731 0.1065 0.4941
H 1.9337 1.8273 -0.8398
H -2.2471 1.4474 -0.2490
H 0.6359 -2.4085 0.5180
H 3.2787 -0.6733 0.0237
H -1.6435 0.6660 1.2385

Calculated values
Gap between HOMO and LUMO (alpha / beta) (eV): 9.232 / 9.232
HOMO (alpha / beta) (eV): -8.2444 / -8.2450
Energy relative to the best compared isomer or geometry (same formula, charge and spin) (eV): 5.9876
Total energy (eV): -9267.5142
Spin multiplicity: 1